1.
Here is one molecule with the formula C11H14N2 in a non-equilibrium geometry from OMol25. Energies are from ωB97M-V/def2-TZVPD.

XYZ file:
```
27
Properties=species:S:1:pos:R:3
C 2.327 -0.042 2.672
C 0.962 -0.488 2.787
C 0.196 -0.454 1.746
C 0.894 -0.259 0.539
C 2.187 0.290 0.513
N 2.902 0.444 1.607
C 0.202 -0.171 -0.759
N 1.010 0.626 -1.748
C 0.081 0.863 -2.746
C -1.471 0.330 -2.421
C -1.359 0.267 -0.785
C -2.085 -0.540 0.189
C -1.265 -0.566 1.648
H 2.901 -0.448 3.648
H 0.578 -0.785 3.707
H 2.720 1.062 -0.354
H 0.278 -1.166 -1.034
H 1.904 0.195 -1.881
H 0.611 0.707 -3.753
H -0.271 2.003 -2.513
H -1.288 -0.710 -2.707
H -2.317 1.012 -2.909
H -1.623 1.309 -0.286
H -1.922 -1.769 0.165
H -3.134 -0.555 0.272
H -1.499 0.344 2.348
H -1.519 -1.501 2.058
```

The charge is 0. Its multiplicity is 1. Its SMILES is c1cc2c(cn1)[C@@H]1NCC[C@H]1CC2. For the gap between HOMO and LUMO, the calculation gives 9.0 eV.

***

2.
Here is a 9-piece molecular cluster, C5H27N2O9 overall in a non-equilibrium geometry from OMol25. Energies are from ωB97M-V/def2-TZVPD.

XYZ file:
```
43
Properties=species:S:1:pos:R:3
C 0.754 2.239 -1.396
O 1.572 1.124 -1.014
C -0.190 1.606 -2.456
C -1.344 0.880 -1.731
C -1.118 -0.597 -1.478
C -1.841 -1.252 -0.580
N -1.720 -2.672 -0.445
N 0.557 0.854 -3.477
H 1.313 3.065 -1.832
H 0.114 2.452 -0.548
H -0.636 2.429 -3.028
H -2.274 1.114 -2.250
H -1.410 1.337 -0.746
H -0.346 -1.068 -2.068
H -2.659 -0.928 0.047
H -0.884 -3.032 -0.887
H -1.606 -2.933 0.522
H 0.971 0.046 -3.031
H 1.320 1.476 -3.717
H 1.803 -3.906 2.112
H 2.260 -3.059 0.998
O 2.208 -4.010 1.239
H 0.001 2.488 3.476
H -1.247 1.682 3.394
O -0.920 2.558 3.749
H 0.204 0.618 2.153
H -1.187 -0.022 1.718
O -0.970 0.216 2.630
H 1.589 1.159 -0.036
H 1.697 1.336 2.493
O 1.244 0.841 1.798
H -1.005 -2.456 -3.471
H 0.268 -3.117 -3.025
O -0.168 -2.789 -3.821
H 2.648 -0.690 0.293
H 1.331 -1.034 0.605
O 2.084 -1.470 0.167
H -0.434 -1.494 3.173
H 0.994 -1.423 2.794
O 0.352 -2.084 3.085
H -1.484 3.071 2.107
H -0.451 3.744 1.136
O -1.388 3.699 1.345
```

The charge is -1. Its multiplicity is 1. For the gap between HOMO and LUMO, the calculation gives 8.6 eV.

***

3.
Here is one molecule with the formula C5H8O from OMol25. Energies are from ωB97M-V/def2-TZVPD.

XYZ file:
```
14
Properties=species:S:1:pos:R:3
C 2.151 0.541 -0.819
C 1.077 -0.003 -0.791
C -0.334 -0.262 -0.504
C -0.584 -1.641 0.127
C -0.796 0.927 0.430
O 0.105 1.992 0.603
H 3.061 1.096 -0.841
H -0.902 -0.214 -1.442
H -0.049 -1.737 1.078
H -0.243 -2.443 -0.537
H -1.653 -1.798 0.317
H -1.674 1.391 -0.021
H -1.078 0.505 1.406
H 0.919 1.646 0.994
```

The charge is 0. Its multiplicity is 1. Its SMILES is C#C[C@@H](C)CO. For the gap between HOMO and LUMO, the calculation gives 11.0 eV.

***

4.
Here is C41H51Cl2CsF2MgN2O7S2 as an isolated structure in a non-equilibrium geometry from OMol25. Energies are from ωB97M-V/def2-TZVPD.

XYZ file:
```
109
Properties=species:S:1:pos:R:3
C 6.315 -0.542 1.566
C 6.330 -1.070 0.086
O 5.339 -2.043 -0.163
C 4.287 -1.513 -0.977
C 3.087 -2.457 -1.049
O 2.174 -2.025 -2.064
C 1.269 -1.140 -1.485
C 1.661 0.219 -1.461
C 0.814 1.157 -0.853
C -0.390 0.690 -0.301
C -0.824 -0.646 -0.336
C 0.044 -1.589 -0.955
C -0.365 -3.054 -1.011
C -0.138 -3.738 -2.399
N -2.053 -1.134 0.235
C -1.756 -1.443 1.675
C -2.962 -1.351 2.625
C -3.130 -0.006 3.365
C -1.830 0.552 3.994
C -2.027 1.265 5.353
C -2.259 2.807 5.198
O -3.626 3.135 5.401
C -4.228 3.593 4.190
C -3.135 -0.208 0.060
C -3.051 1.198 0.155
C -4.170 2.016 -0.043
C -5.425 1.482 -0.374
C -5.521 0.078 -0.500
S -7.133 -0.568 -0.984
C -4.392 -0.758 -0.285
C -4.579 -2.271 -0.470
C -4.542 -2.678 -1.997
C -5.866 -3.374 -2.423
O -4.261 -1.477 -2.688
C -4.101 -1.627 -4.083
C -3.865 -0.208 -4.619
C -4.839 0.757 -4.287
C -4.708 2.099 -4.684
C -3.574 2.473 -5.435
C -2.621 1.495 -5.775
C -2.738 0.153 -5.371
S -1.445 1.898 0.523
H 5.381 0.061 1.819
H 6.383 -1.379 2.348
H 7.178 0.145 1.775
H 6.271 -0.192 -0.560
H 7.347 -1.475 -0.078
H 4.019 -0.537 -0.552
H 4.646 -1.359 -2.005
H 2.568 -2.475 -0.070
H 3.367 -3.506 -1.243
H 2.613 0.549 -1.875
H 1.058 2.216 -0.771
H -1.430 -3.171 -0.762
H 0.200 -3.596 -0.228
H -0.991 -4.411 -2.578
H -0.139 -2.955 -3.171
H 0.789 -4.320 -2.409
H -1.417 -2.506 1.695
H -0.887 -0.845 1.986
H -3.911 -1.659 2.155
H -2.785 -2.110 3.431
H -3.819 -0.203 4.211
H -3.650 0.753 2.759
H -1.284 1.233 3.321
H -1.144 -0.306 4.137
H -1.062 1.181 5.891
H -2.776 0.799 6.007
H -1.901 3.053 4.182
H -1.589 3.353 5.884
H -5.135 4.139 4.492
H -4.522 2.760 3.528
H -3.580 4.295 3.644
H -4.102 3.105 0.027
H -6.310 2.088 -0.552
H -7.810 -0.800 0.169
H -3.769 -2.821 0.032
H -5.513 -2.605 0.004
H -3.715 -3.391 -2.182
H -5.657 -4.190 -3.136
H -6.450 -3.764 -1.582
H -6.492 -2.653 -2.966
H -3.241 -2.277 -4.325
H -4.993 -2.018 -4.603
H -5.714 0.499 -3.684
H -5.466 2.827 -4.392
H -3.444 3.507 -5.760
H -1.764 1.841 -6.358
H -1.978 -0.580 -5.638
Cl 7.882 1.204 3.821
C 9.327 1.989 3.259
C 9.363 2.639 2.033
Cl 7.982 2.719 1.001
C 10.540 3.247 1.616
C 11.668 3.207 2.419
C 11.625 2.560 3.647
C 10.454 1.950 4.066
H 10.576 3.754 0.661
H 12.582 3.681 2.088
H 12.503 2.529 4.278
H 10.421 1.445 5.022
Cs 5.870 -1.488 3.877
F 4.977 1.438 -0.472
Mg -2.628 -3.833 3.697
F 5.340 1.011 -2.176
N 0.587 1.370 -4.555
O 1.063 2.254 -3.823
O 0.050 0.378 -4.048
O 0.654 1.484 -5.783
```

The charge is 0. Its multiplicity is 1. For the gap between HOMO and LUMO, the calculation gives 1.8 eV.

***

5.
Here is a 3-piece molecular cluster, C5H17NO2 overall in a non-equilibrium geometry from OMol25. Energies are from ωB97M-V/def2-TZVPD.

XYZ file:
```
25
Properties=species:S:1:pos:R:3
C -0.909 -0.696 2.068
C -0.525 -1.011 0.625
C -0.228 -2.516 0.479
C 0.792 -0.311 0.241
C 1.222 -0.343 -1.229
N 0.298 0.186 -2.235
H -1.740 -1.342 2.330
H -0.084 -0.937 2.741
H -1.166 0.359 2.178
H -1.376 -0.698 0.020
H -0.981 -3.125 0.985
H -0.148 -2.792 -0.576
H 0.708 -2.758 0.989
H 0.866 0.726 0.588
H 1.578 -0.814 0.815
H 2.085 0.304 -1.377
H 1.575 -1.330 -1.496
H -0.539 -0.352 -2.411
H 0.117 1.156 -2.021
O 0.867 3.421 -1.162
H -0.080 3.354 -0.961
H 1.367 3.480 -0.328
O -1.508 2.264 -0.111
H -1.062 1.856 -0.857
H -1.130 1.918 0.703
```

The charge is 0. Its multiplicity is 1. Its SMILES is CC(C)CCN.O.O. For the gap between HOMO and LUMO, the calculation gives 10.0 eV.

***

6.
Here is C49H44BMgN8PS2 as an isolated structure in a non-equilibrium geometry from OMol25. Energies are from ωB97M-V/def2-TZVPD.

XYZ file:
```
106
Properties=species:S:1:pos:R:3
Mg 8.608 -18.497 8.420
C 5.887 -18.686 13.039
C 6.998 -19.119 12.111
C 8.228 -19.665 12.400
C 8.898 -19.866 11.139
N 8.127 -19.360 10.169
N 6.897 -18.998 10.763
B 5.938 -18.280 9.724
N 6.594 -16.808 9.533
N 7.970 -16.752 9.173
C 8.145 -15.501 8.612
C 6.919 -14.821 8.540
C 5.985 -15.693 9.121
C 4.528 -15.430 9.255
C 9.461 -14.891 8.349
C 9.626 -13.767 7.518
C 10.864 -13.253 7.247
C 11.983 -13.757 7.924
C 11.817 -14.782 8.849
C 10.567 -15.378 9.090
N 5.821 -18.936 8.342
N 6.903 -19.348 7.542
C 6.379 -19.873 6.442
C 4.959 -19.882 6.561
C 4.672 -19.392 7.804
C 3.303 -19.224 8.442
C 7.067 -20.561 5.419
C 8.366 -21.116 5.647
C 8.979 -21.851 4.661
C 8.384 -22.061 3.438
C 7.060 -21.624 3.232
C 6.419 -20.878 4.216
C 10.115 -20.562 10.838
C 11.037 -20.873 11.887
C 12.239 -21.538 11.607
C 12.545 -21.872 10.260
C 11.633 -21.561 9.271
C 10.453 -20.946 9.516
H 6.264 -17.770 13.565
H 4.989 -18.351 12.502
H 5.660 -19.416 13.822
H 8.604 -19.917 13.378
H 4.813 -18.184 10.322
H 6.821 -13.765 8.244
H 4.459 -14.391 8.814
H 3.921 -16.090 8.609
H 4.219 -15.566 10.309
H 8.771 -13.448 6.999
H 10.945 -12.454 6.545
H 12.931 -13.256 7.687
H 12.709 -15.137 9.351
H 10.353 -16.044 9.926
H 4.166 -20.362 5.991
H 2.748 -20.160 8.241
H 3.343 -19.145 9.559
H 2.685 -18.430 8.008
H 8.816 -21.091 6.632
H 9.893 -22.320 4.913
H 8.838 -22.700 2.710
H 6.542 -21.725 2.255
H 5.485 -20.406 3.962
H 10.711 -20.733 12.914
H 12.966 -21.815 12.378
H 13.513 -22.291 10.011
H 11.884 -21.790 8.242
H 9.686 -20.705 8.717
N 12.496 -18.342 6.528
C 11.700 -18.598 7.597
N 10.422 -18.326 7.337
C 10.349 -18.106 5.937
C 9.306 -17.538 5.136
C 9.694 -16.928 3.964
C 11.017 -17.024 3.469
C 12.039 -17.621 4.173
C 11.693 -18.116 5.448
H 13.503 -18.620 6.443
H 12.052 -18.860 8.590
H 8.260 -17.649 5.435
H 8.936 -16.355 3.432
H 11.198 -16.594 2.451
H 13.044 -17.653 3.821
S 6.835 -25.993 6.698
P 6.442 -24.891 8.303
S 6.721 -22.899 8.361
C 7.484 -25.634 9.555
C 8.736 -25.139 9.860
C 9.546 -25.876 10.769
C 9.043 -26.994 11.429
C 7.713 -27.421 11.204
C 7.038 -26.796 10.174
C 4.728 -25.176 8.858
C 3.875 -25.960 8.153
C 2.729 -26.441 8.820
C 2.578 -26.224 10.170
C 3.395 -25.340 10.857
C 4.456 -24.742 10.136
H 8.967 -24.139 9.431
H 10.532 -25.548 11.019
H 9.668 -27.444 12.209
H 7.109 -28.144 11.764
H 6.082 -27.128 9.829
H 4.064 -26.155 7.075
H 1.974 -26.976 8.308
H 1.723 -26.701 10.745
H 3.186 -25.000 11.864
H 4.988 -23.863 10.563
```

The charge is 0. Its multiplicity is 1. For the gap between HOMO and LUMO, the calculation gives 5.7 eV.

***

7.
Here is C27H72Mn2N4O15P as an isolated structure in a non-equilibrium geometry from OMol25. Energies are from ωB97M-V/def2-TZVPD.

XYZ file:
```
121
Properties=species:S:1:pos:R:3
Mn 1.053 2.899 -0.334
Mn 2.214 -0.687 1.220
P 0.403 0.565 -0.050
O -0.434 1.733 0.514
O 1.653 1.073 0.738
O 0.863 1.122 -1.380
O 0.416 -0.933 0.432
C -6.400 1.539 -2.534
O -5.212 1.167 -1.823
C -4.130 1.985 -2.178
C -2.794 1.606 -1.471
N -2.901 1.251 -0.017
C -3.476 2.210 0.933
C -4.901 2.573 0.818
O -5.624 1.353 0.978
C -7.024 1.477 1.023
H -6.376 2.627 -2.592
H -7.249 1.255 -1.912
H -6.553 1.189 -3.555
H -4.297 3.050 -2.019
H -3.878 1.933 -3.237
H -2.182 2.499 -1.598
H -2.389 0.694 -1.909
H -1.899 1.300 0.103
H -2.997 3.186 0.852
H -3.306 1.788 1.923
H -5.073 3.010 -0.166
H -5.207 3.294 1.577
H -7.325 2.407 0.541
H -7.373 1.437 2.055
H -7.449 0.683 0.409
C 6.949 3.473 -2.051
O 5.679 3.407 -1.519
C 5.503 2.898 -0.209
C 3.988 2.733 0.143
N 3.086 3.759 -0.485
C 3.119 4.941 0.514
C 2.219 4.809 1.803
O 0.984 4.222 1.312
C -0.115 4.409 2.118
H 7.254 4.473 -2.361
H 6.908 2.770 -2.883
H 7.791 3.074 -1.485
H 5.934 3.509 0.585
H 5.985 1.928 -0.091
H 3.837 2.430 1.179
H 3.719 1.866 -0.460
H 3.577 3.995 -1.336
H 2.843 5.877 0.029
H 4.190 5.073 0.672
H 2.327 5.691 2.434
H 2.560 3.923 2.338
H -0.032 4.972 3.048
H -0.297 3.388 2.451
H -0.927 4.853 1.543
C -0.754 -1.233 -3.615
O -1.387 -2.505 -3.212
C -0.913 -3.555 -4.116
C -0.918 -4.804 -3.283
N -2.335 -5.011 -2.865
C -2.702 -6.266 -2.241
C -2.740 -6.184 -0.669
O -3.488 -4.934 -0.530
C -4.329 -5.218 0.496
H -1.384 -0.419 -3.258
H -0.420 -1.098 -4.644
H 0.156 -1.103 -3.029
H 0.021 -3.411 -4.659
H -1.624 -3.682 -4.933
H -0.128 -4.789 -2.532
H -0.717 -5.747 -3.790
H -2.817 -5.151 -3.741
H -1.914 -6.955 -2.543
H -3.695 -6.484 -2.636
H -1.738 -6.190 -0.239
H -3.215 -7.097 -0.309
H -4.890 -4.379 0.906
H -3.745 -5.558 1.351
H -5.065 -6.002 0.319
C 5.041 0.175 2.745
O 3.713 0.501 2.661
C 3.120 0.586 3.928
C 1.617 0.520 3.756
N 1.235 -0.828 3.232
C -0.204 -0.946 3.186
C -0.622 -1.123 4.661
O 0.092 -2.140 5.345
C -0.260 -3.483 4.875
H 5.616 0.749 3.472
H 5.554 0.133 1.785
H 5.020 -0.872 3.047
H 3.278 1.581 4.344
H 3.412 -0.184 4.642
H 1.266 1.323 3.108
H 1.204 0.717 4.745
H 1.585 -1.452 3.945
H -0.471 -1.833 2.611
H -0.654 -0.123 2.630
H -1.694 -1.146 4.853
H -0.396 -0.219 5.227
H -1.338 -3.646 4.857
H -0.029 -4.274 5.589
H 0.212 -3.652 3.908
C 0.053 -3.914 -0.043
O -1.142 -3.144 -0.314
H 0.220 -4.136 1.011
H 0.070 -4.869 -0.568
H 0.953 -3.401 -0.380
H -0.817 -2.288 -0.023
C 4.209 -1.287 -1.646
O 3.470 -0.562 -0.603
H 3.645 -1.644 -2.507
H 4.941 -0.542 -1.957
H 4.685 -2.125 -1.138
H 3.262 0.297 -0.977
C 2.305 2.058 -4.445
O 2.671 1.507 -3.156
H 2.408 3.142 -4.495
H 2.967 1.595 -5.178
H 1.429 1.652 -4.950
H 1.882 1.316 -2.643
```

The charge is +1. Its multiplicity is 11. For the gap between HOMO and LUMO (spin up / spin down), the calculation gives 7.0 / 6.6 eV.

***

For the records above, the corresponding E_tot values read -14608.2530; -27032.2336; -7359.7550; -118781.1043; -11045.6648; -100533.5408; -137756.7147 eV.